Record 1
{"formula": "C67H56GeN2O3P2PbS", "method": "ωB97M-V with the def2-TZVPD basis set", "elements": ["Pb", "C", "C", "O", "C", "C", "C", "N", "N", "C", "O", "C", "C", "C", "C", "C", "C", "H", "H", "H", "H", "H", "H", "H", "H", "H", "H", "H", "H", "O", "S", "C", "C", "C", "C", "C", "C", "P", "C", "C", "C", "C", "C", "C", "C", "C", "C", "C", "C", "C", "C", "C", "C", "C", "C", "C", "P", "C", "C", "C", "C", "C", "C", "C", "C", "C", "C", "C", "C", "H", "H", "H", "H", "H", "H", "H", "H", "H", "H", "H", "H", "H", "H", "H", "H", "H", "H", "H", "H", "H", "H", "H", "H", "H", "H", "H", "H", "C", "Ge", "C", "C", "C", "C", "C", "C", "C", "C", "C", "C", "C", "C", "C", "C", "C", "C", "C", "C", "H", "H", "H", "H", "H", "H", "H", "H", "H", "H", "H", "H", "H", "H", "H", "H"], "coordinates": [[-0.053, -0.041, 0.199], [-4.662, 0.157, 1.536], [-3.196, -0.228, 1.516], [-2.452, 0.299, 0.624], [-2.801, -1.134, 2.480], [-1.520, -1.630, 2.775], [-1.424, -2.659, 3.862], [-0.421, -1.243, 2.172], [0.750, -1.638, 2.766], [1.867, -1.592, 2.158], [2.132, -1.482, 0.842], [3.083, -1.722, 2.988], [3.144, -2.729, 3.944], [4.292, -2.918, 4.689], [5.385, -2.089, 4.496], [5.318, -1.061, 3.570], [4.180, -0.886, 2.802], [-4.961, 0.425, 2.547], [-5.267, -0.688, 1.211], [-4.842, 1.000, 0.876], [-3.595, -1.518, 3.104], [-2.201, -2.526, 4.609], [-0.438, -2.587, 4.313], [-1.526, -3.648, 3.417], [2.290, -3.373, 4.082], [4.339, -3.720, 5.412], [6.283, -2.247, 5.076], [6.163, -0.398, 3.442], [4.142, -0.094, 2.069], [0.201, 3.363, -2.115], [-0.385, 2.825, -0.880], [-2.160, 3.006, -1.240], [-2.755, 4.254, -1.217], [-3.967, 4.452, -1.858], [-4.522, 3.418, -2.594], [-3.921, 2.171, -2.617], [-2.768, 1.923, -1.872], [-2.027, 0.241, -1.812], [-3.414, -0.947, -1.616], [-3.054, -2.284, -1.442], [-4.022, -3.255, -1.259], [-5.363, -2.904, -1.240], [-5.725, -1.575, -1.367], [-4.755, -0.602, -1.537], [-1.677, 0.062, -3.617], [-1.213, 1.159, -4.338], [-0.820, 1.013, -5.655], [-0.852, -0.232, -6.261], [-1.301, -1.331, -5.550], [-1.711, -1.184, -4.237], [-0.134, 4.144, 0.344], [0.411, 5.345, -0.080], [0.710, 6.327, 0.847], [0.460, 6.099, 2.194], [-0.058, 4.888, 2.614], [-0.336, 3.882, 1.692], [-1.003, 2.250, 2.221], [-2.455, 2.975, 3.079], [-3.496, 3.336, 2.228], [-4.623, 3.966, 2.717], [-4.724, 4.238, 4.072], [-3.700, 3.864, 4.927], [-2.566, 3.237, 4.438], [0.140, 1.821, 3.583], [1.472, 2.225, 3.592], [2.341, 1.747, 4.557], [1.901, 0.839, 5.505], [0.585, 0.409, 5.483], [-0.289, 0.890, 4.528], [-2.256, 5.075, -0.722], [-4.444, 5.421, -1.820], [-5.421, 3.591, -3.167], [-4.314, 1.396, -3.259], [-2.004, -2.549, -1.425], [-3.742, -4.291, -1.137], [-6.117, -3.665, -1.111], [-6.764, -1.286, -1.310], [-5.059, 0.430, -1.575], [-1.150, 2.129, -3.866], [-0.472, 1.875, -6.204], [-0.516, -0.351, -7.280], [-1.328, -2.309, -6.014], [-2.072, -2.047, -3.695], [0.599, 5.481, -1.137], [1.133, 7.266, 0.522], [0.685, 6.867, 2.919], [-0.239, 4.710, 3.664], [-3.401, 3.121, 1.172], [-5.415, 4.249, 2.038], [-5.597, 4.739, 4.463], [-3.782, 4.082, 5.982], [-1.772, 2.960, 5.115], [1.834, 2.917, 2.843], [3.369, 2.081, 4.565], [2.584, 0.465, 6.254], [0.245, -0.313, 6.210], [-1.310, 0.536, 4.493], [1.168, -2.026, -0.140], [2.375, -2.312, -1.714], [2.123, -1.026, -3.188], [2.423, -1.432, -4.481], [2.513, -0.514, -5.510], [2.306, 0.830, -5.253], [1.971, 1.248, -3.976], [1.885, 0.320, -2.957], [2.131, -4.098, -2.539], [1.000, -4.366, -3.302], [0.862, -5.583, -3.943], [1.852, -6.546, -3.828], [2.968, -6.296, -3.049], [3.105, -5.077, -2.410], [4.277, -2.042, -1.202], [5.096, -1.222, -1.968], [6.400, -0.964, -1.583], [6.898, -1.515, -0.414], [6.098, -2.348, 0.349], [4.801, -2.612, -0.051], [0.834, -3.002, 0.222], [2.605, -2.482, -4.674], [2.766, -0.846, -6.508], [2.412, 1.550, -6.051], [1.786, 2.291, -3.768], [1.644, 0.651, -1.952], [0.238, -3.601, -3.404], [-0.013, -5.782, -4.545], [1.752, -7.491, -4.342], [3.738, -7.047, -2.951], [3.984, -4.872, -1.810], [4.703, -0.783, -2.876], [7.027, -0.327, -2.195], [7.909, -1.298, -0.098], [6.478, -2.789, 1.259], [4.173, -3.261, 0.542]], "lowdin_charge": [1.186, -0.014, -0.463, -0.349, -0.044, -0.338, -0.022, -0.101, 0.089, -0.373, -0.253, -0.150, -0.027, -0.082, -0.094, -0.090, -0.038, 0.086, 0.077, 0.073, 0.105, 0.079, 0.059, 0.092, 0.110, 0.101, 0.099, 0.106, 0.125, -0.479, 0.827, -0.350, -0.067, -0.056, -0.055, -0.089, -0.342, 1.039, -0.332, -0.108, -0.068, -0.082, -0.084, -0.101, -0.323, -0.094, -0.086, -0.088, -0.079, -0.089, -0.369, -0.073, -0.062, -0.061, -0.077, -0.354, 1.078, -0.337, -0.106, -0.077, -0.088, -0.080, -0.086, -0.369, -0.087, -0.083, -0.082, -0.076, -0.124, 0.114, 0.109, 0.109, 0.116, 0.101, 0.106, 0.102, 0.108, 0.086, 0.093, 0.110, 0.105, 0.105, 0.084, 0.109, 0.107, 0.106, 0.112, 0.083, 0.104, 0.100, 0.103, 0.099, 0.105, 0.105, 0.105, 0.106, 0.104, -0.430, 1.041, -0.282, -0.112, -0.089, -0.100, -0.089, -0.117, -0.276, -0.120, -0.092, -0.096, -0.090, -0.104, -0.250, -0.094, -0.087, -0.093, -0.095, -0.124, 0.040, 0.098, 0.104, 0.104, 0.095, 0.052, 0.091, 0.099, 0.099, 0.100, 0.093, 0.093, 0.100, 0.099, 0.101, 0.105], "total_charge": 0, "lumo_energy_ev": 0.32, "energy_ha": -6272.53550, "gap_ev": 7.33}

Record 2
{"formula": "C67H95N5O8Sr", "method": "ωB97M-V with the def2-TZVPD basis set", "elements": ["Sr", "C", "C", "C", "C", "C", "C", "C", "C", "N", "C", "C", "N", "C", "C", "N", "C", "C", "C", "C", "C", "C", "C", "C", "C", "O", "C", "C", "C", "C", "C", "C", "C", "C", "C", "C", "C", "C", "C", "C", "C", "O", "C", "C", "C", "C", "C", "C", "C", "C", "C", "O", "C", "C", "C", "C", "C", "C", "H", "H", "H", "H", "H", "H", "H", "H", "H", "H", "H", "H", "H", "H", "H", "H", "H", "H", "H", "H", "H", "H", "H", "H", "H", "H", "H", "H", "H", "H", "H", "H", "H", "H", "H", "H", "H", "H", "H", "H", "H", "H", "H", "H", "H", "H", "H", "H", "H", "H", "H", "H", "H", "H", "H", "H", "H", "H", "H", "H", "H", "H", "H", "H", "H", "H", "H", "H", "H", "H", "H", "H", "H", "H", "H", "H", "H", "H", "C", "C", "N", "C", "C", "N", "C", "O", "O", "C", "O", "O", "H", "H", "H", "H", "H", "C", "C", "C", "C", "C", "C", "C", "O", "C", "C", "C", "H", "H", "H", "H", "H", "H", "H", "H", "H", "H", "H", "H"], "coordinates": [[0.136, -0.433, 0.464], [5.164, -0.941, -5.348], [5.836, -0.816, -3.979], [6.935, 0.254, -4.078], [6.497, -2.163, -3.657], [4.838, -0.417, -2.892], [3.558, 0.039, -3.157], [2.693, 0.437, -2.146], [1.495, 1.262, -2.530], [0.127, 0.857, -2.183], [-0.299, -0.366, -2.858], [-1.716, -0.837, -2.478], [-1.970, -0.936, -1.034], [-3.147, -0.190, -0.589], [-3.066, 1.321, -0.766], [-1.822, 1.873, -0.245], [-1.136, 2.731, -1.186], [-0.745, 1.995, -2.458], [-1.965, 2.546, 1.051], [-2.821, 1.851, 2.074], [-4.003, 2.453, 2.477], [-4.812, 1.900, 3.462], [-4.317, 0.754, 4.082], [-3.125, 0.124, 3.753], [-2.384, 0.604, 2.619], [-1.414, -0.025, 2.058], [-2.687, -1.045, 4.651], [-3.647, -2.229, 4.466], [-1.268, -1.544, 4.384], [-2.725, -0.591, 6.121], [-6.153, 2.489, 3.893], [-6.503, 3.756, 3.112], [-7.270, 1.462, 3.655], [-6.119, 2.849, 5.386], [-2.137, -2.321, -0.515], [-1.324, -3.410, -1.159], [-1.983, -4.494, -1.716], [-1.306, -5.587, -2.248], [0.087, -5.536, -2.202], [0.804, -4.463, -1.687], [0.097, -3.352, -1.139], [0.682, -2.301, -0.672], [2.334, -4.449, -1.719], [2.912, -4.259, -0.308], [2.804, -3.289, -2.606], [2.919, -5.743, -2.289], [-2.083, -6.755, -2.852], [-3.005, -7.378, -1.793], [-1.162, -7.857, -3.377], [-2.941, -6.257, -4.024], [3.060, 0.362, -0.773], [2.197, 0.690, 0.136], [4.430, 0.021, -0.502], [5.239, -0.379, -1.554], [5.034, 0.257, 0.884], [6.501, -0.171, 0.979], [4.976, 1.771, 1.140], [4.271, -0.486, 1.981], [5.886, -1.310, -6.082], [4.790, 0.022, -5.701], [4.326, -1.640, -5.309], [7.646, 0.013, -4.876], [7.487, 0.330, -3.139], [6.494, 1.232, -4.285], [7.250, -2.406, -4.414], [5.757, -2.964, -3.640], [6.990, -2.145, -2.684], [3.204, 0.125, -4.180], [1.544, 1.432, -3.623], [1.632, 2.239, -2.052], [0.415, -1.145, -2.592], [-0.275, -0.248, -3.960], [-1.858, -1.811, -2.957], [-2.463, -0.171, -2.921], [-3.265, -0.400, 0.474], [-4.058, -0.561, -1.096], [-3.934, 1.757, -0.256], [-3.173, 1.584, -1.820], [-0.227, 3.098, -0.698], [-1.745, 3.619, -1.456], [-0.252, 2.705, -3.137], [-1.638, 1.664, -2.986], [-2.387, 3.558, 0.896], [-0.956, 2.661, 1.451], [-4.282, 3.382, 1.991], [-4.902, 0.323, 4.890], [-3.577, -2.604, 3.442], [-4.685, -1.945, 4.657], [-3.381, -3.046, 5.145], [-1.166, -1.948, 3.386], [-1.026, -2.329, 5.110], [-0.536, -0.741, 4.479], [-3.728, -0.315, 6.452], [-2.074, 0.275, 6.262], [-2.367, -1.399, 6.766], [-6.544, 3.562, 2.038], [-5.770, 4.546, 3.287], [-7.483, 4.126, 3.428], [-7.327, 1.203, 2.596], [-8.240, 1.859, 3.971], [-7.079, 0.542, 4.210], [-5.310, 3.553, 5.587], [-5.951, 1.965, 6.003], [-7.065, 3.305, 5.697], [-3.196, -2.607, -0.618], [-1.913, -2.287, 0.562], [-3.071, -4.473, -1.727], [0.644, -6.372, -2.599], [2.546, -3.334, 0.130], [4.004, -4.204, -0.358], [2.640, -5.093, 0.344], [2.533, -2.334, -2.165], [2.355, -3.357, -3.603], [3.891, -3.313, -2.712], [2.629, -6.616, -1.699], [4.010, -5.674, -2.267], [2.616, -5.906, -3.327], [-2.428, -7.672, -0.914], [-3.511, -8.265, -2.189], [-3.771, -6.670, -1.471], [-0.555, -8.284, -2.576], [-0.488, -7.479, -4.149], [-1.762, -8.660, -3.815], [-3.625, -5.470, -3.702], [-3.535, -7.074, -4.449], [-2.305, -5.844, -4.810], [6.263, -0.653, -1.330], [7.145, 0.395, 0.300], [6.621, -1.236, 0.769], [6.851, 0.009, 1.999], [5.573, 2.306, 0.395], [5.355, 2.014, 2.139], [3.944, 2.108, 1.063], [4.406, -1.564, 1.887], [3.206, -0.288, 1.926], [4.643, -0.184, 2.967], [-2.280, -5.652, 1.217], [-0.991, -5.189, 1.801], [-0.530, -3.965, 1.760], [0.688, -4.007, 2.392], [0.957, -5.276, 2.834], [-0.122, -6.012, 2.448], [2.062, -5.942, 3.613], [3.009, -5.183, 3.967], [1.911, -7.152, 3.836], [1.523, -2.804, 2.562], [2.650, -2.983, 3.208], [1.193, -1.707, 2.135], [-3.036, -4.877, 1.343], [-2.626, -6.566, 1.702], [-2.165, -5.841, 0.148], [-0.181, -6.997, 2.652], [2.792, -3.969, 3.502], [5.493, 3.960, 6.544], [4.494, 3.583, 5.483], [3.750, 2.419, 5.587], [2.832, 2.034, 4.612], [2.072, 0.752, 4.806], [2.674, 2.861, 3.487], [1.724, 2.499, 2.407], [0.870, 1.655, 2.509], [3.432, 4.036, 3.356], [3.317, 4.935, 2.148], [4.322, 4.385, 4.360], [5.290, 3.437, 7.478], [5.473, 5.034, 6.738], [6.507, 3.702, 6.230], [3.884, 1.778, 6.452], [2.485, 0.201, 5.652], [2.100, 0.118, 3.920], [1.016, 0.954, 4.995], [1.838, 3.047, 1.456], [3.559, 4.400, 1.229], [4.010, 5.771, 2.243], [2.310, 5.342, 2.039], [4.905, 5.295, 4.259]], "lowdin_charge": [1.553, -0.074, -0.559, -0.059, -0.055, -0.203, -0.023, -0.142, -0.149, -0.165, -0.157, -0.143, -0.209, -0.176, -0.155, -0.155, -0.183, -0.189, -0.137, -0.142, -0.019, -0.197, -0.018, -0.074, -0.322, -0.284, -0.527, -0.047, -0.050, -0.062, -0.567, -0.082, -0.059, -0.060, -0.145, -0.159, -0.052, -0.206, 0.012, -0.074, -0.334, -0.280, -0.517, -0.020, -0.033, -0.079, -0.559, -0.066, -0.076, -0.060, -0.324, -0.254, -0.072, 0.001, -0.518, -0.078, -0.039, -0.033, 0.076, 0.076, 0.083, 0.073, 0.075, 0.083, 0.076, 0.068, 0.075, 0.101, 0.117, 0.126, 0.102, 0.127, 0.124, 0.102, 0.112, 0.125, 0.122, 0.099, 0.121, 0.122, 0.116, 0.094, 0.117, 0.103, 0.096, 0.093, 0.083, 0.069, 0.079, 0.055, 0.091, 0.080, 0.063, 0.086, 0.076, 0.080, 0.081, 0.075, 0.086, 0.074, 0.073, 0.086, 0.072, 0.073, 0.117, 0.101, 0.112, 0.076, 0.071, 0.088, 0.089, 0.064, 0.093, 0.062, 0.083, 0.077, 0.078, 0.079, 0.076, 0.078, 0.086, 0.083, 0.075, 0.072, 0.074, 0.086, 0.085, 0.074, 0.085, 0.080, 0.089, 0.085, 0.054, 0.088, 0.053, 0.089, 0.002, -0.334, 0.201, -0.129, -0.087, 0.170, -0.590, 0.020, -0.013, -0.475, 0.110, -0.088, 0.084, 0.078, 0.034, 0.155, -0.014, -0.060, -0.269, -0.008, -0.170, -0.022, -0.098, -0.193, 0.034, -0.220, -0.048, -0.025, 0.071, 0.072, 0.080, 0.113, 0.083, 0.069, 0.085, 0.116, 0.073, 0.070, 0.084, 0.110], "total_charge": -2, "lumo_energy_ev": 3.71, "energy_ha": -3516.83591, "relative_energy_kcal_mol": 14.9, "gap_ev": 6.10}